71
Properties=species:S:1:pos:R:3:forces:R:3 method="wB97M-V/def2-TZVPD" relative_energy_kj_mol=2.7 e_tot_ev=-61935.8019 e_homo_ev=-8.961 lumo_ev=0.42 multiplicity=1 smiles="Cc1cccc([C@@H]2[C@@H]3C(=O)N(Cc4ccccc4)C(=O)[C@@H]3[C@]3(Cc4ccccc4)C(=O)N(c4cccc(Cl)c4)C(=O)N23)c1" orbital_gap_ev=9.39
C -2.93056 -5.31759 -0.80066 -0.02 0.01 0.03
C -2.25347 -3.99761 -1.00258 0.00 0.03 -0.06
C -2.21379 -3.38796 -2.24795 -0.03 -0.08 0.08
C -1.59016 -2.16364 -2.41090 0.01 0.18 -0.01
C -1.00739 -1.52735 -1.33184 -0.03 -0.07 -0.02
C -1.03785 -2.12301 -0.07620 0.11 -0.32 -0.04
C -0.46718 -1.43132 1.13980 -0.07 -0.52 -0.08
C -1.41161 -0.29689 1.66694 -0.04 0.00 0.21
C -2.66003 -0.19167 0.80593 0.15 0.14 0.38
O -3.65569 -0.85865 0.86581 -0.21 -0.11 0.04
N -2.43161 0.81298 -0.10681 -0.17 0.15 -0.29
C -3.34720 1.11285 -1.19662 -0.08 0.02 -0.03
C -4.34344 2.15607 -0.76177 -0.01 -0.04 -0.07
C -5.54910 1.77569 -0.18777 0.01 -0.01 -0.05
C -6.44540 2.73637 0.24681 -0.07 0.00 0.04
C -6.14035 4.08080 0.11592 -0.05 0.05 0.04
C -4.93439 4.46394 -0.44673 0.01 0.08 0.01
C -4.03672 3.50526 -0.88269 0.00 -0.03 -0.03
C -1.23410 1.47464 0.06619 -0.08 -0.22 0.30
O -0.76660 2.26206 -0.70796 0.11 0.21 -0.18
C -0.66082 1.01086 1.40184 0.35 0.14 -0.03
C 0.81414 0.61104 1.36587 -0.01 0.34 0.31
C 1.46294 0.67831 2.77221 0.09 0.04 -0.24
C 2.89430 0.22106 2.69504 -0.07 0.00 0.25
C 3.19895 -1.13242 2.61809 0.04 0.00 0.08
C 4.50785 -1.54846 2.45086 0.02 -0.10 -0.03
C 5.52774 -0.61664 2.36685 0.08 0.00 -0.01
C 5.23526 0.73303 2.46441 0.07 0.03 0.02
C 3.92545 1.14971 2.62483 0.00 0.00 0.08
C 1.77576 1.30840 0.40360 -0.40 0.03 0.07
O 2.10230 2.46166 0.40982 0.05 0.17 0.12
N 2.27323 0.30485 -0.39492 -0.05 -0.13 -0.31
C 3.30700 0.47148 -1.34347 0.35 0.02 -0.31
C 3.23528 -0.16211 -2.57743 -0.07 0.04 0.05
C 4.26972 -0.00348 -3.48259 -0.01 0.03 0.04
C 5.36648 0.78300 -3.17683 0.05 0.05 0.06
C 5.41830 1.41082 -1.94243 -0.30 -0.23 -0.08
Cl 6.78326 2.38369 -1.53486 0.26 0.19 0.08
C 4.40057 1.26318 -1.01733 -0.02 -0.03 -0.04
C 1.64316 -0.94085 -0.15918 0.44 -0.17 0.04
O 1.87741 -1.96452 -0.74086 0.00 -0.13 -0.12
N 0.77943 -0.74168 0.86949 -0.29 0.30 0.14
C -1.65651 -3.35315 0.07361 0.10 0.18 -0.12
H -3.25739 -5.73775 -1.74805 -0.04 -0.08 -0.03
H -3.80058 -5.19494 -0.15644 -0.08 -0.07 0.02
H -2.25505 -6.02213 -0.31862 0.00 -0.10 0.02
H -2.67088 -3.87368 -3.09771 -0.04 -0.08 -0.08
H -1.55961 -1.69856 -3.38515 0.02 0.03 -0.10
H -0.52400 -0.57143 -1.47951 0.07 0.06 -0.06
H -0.31372 -2.17674 1.93037 -0.13 0.10 -0.11
H -1.67792 -0.46617 2.70976 -0.04 0.02 -0.10
H -3.84724 0.17932 -1.46468 0.10 0.08 -0.02
H -2.74408 1.47575 -2.03224 -0.06 -0.11 0.07
H -5.77803 0.72604 -0.07779 -0.01 -0.12 0.00
H -7.38326 2.43485 0.68918 -0.08 -0.02 0.03
H -6.84134 4.82970 0.45371 -0.06 0.06 0.03
H -4.69195 5.51144 -0.54688 0.02 0.09 -0.01
H -3.09249 3.80107 -1.31601 0.11 0.02 -0.07
H -0.85638 1.78971 2.14166 -0.02 -0.03 -0.04
H 0.88996 0.04669 3.45374 -0.08 0.03 0.04
H 1.41810 1.71327 3.11349 -0.06 -0.01 0.04
H 2.40987 -1.86692 2.68670 -0.09 -0.08 0.01
H 4.72909 -2.60287 2.38224 0.03 -0.09 -0.01
H 6.54828 -0.94081 2.22980 0.09 -0.03 -0.01
H 6.02818 1.46407 2.40786 0.07 0.07 -0.01
H 3.69735 2.20418 2.68439 -0.03 0.10 -0.01
H 2.38860 -0.78393 -2.81716 -0.06 -0.04 0.00
H 4.21914 -0.49679 -4.44097 0.00 -0.05 -0.08
H 6.17236 0.90845 -3.88241 0.08 0.03 -0.04
H 4.45236 1.75545 -0.06084 0.02 0.03 0.04
H -1.68394 -3.82005 1.04797 0.01 -0.06 0.15